Record 1
# C3H13N2O2S

A 3-piece molecular cluster, C3H13N2O2S overall in a non-equilibrium geometry (the ωB97M-V functional and the def2-TZVPD basis, the OMol25 dataset).

Last columns: bonded neighbours and bond lengths (Å).
Cartesian coordinates (Å):
1 C 1.16 -0.87 -0.88  C2 1.521, N4 1.465, H7 1.104, H8 1.097
2 C 0.09 0.04 -1.46  C1 1.521, S3 1.835, H9 1.085, H10 1.086
3 S 0.17 -0.27 -3.26  C2 1.835
4 N 0.95 -1.07 0.56  C1 1.465, C5 1.494, H11 1.009
5 C 1.30 0.03 1.50  N4 1.494, N6 1.459, H12 1.087, H13 1.090
6 N 0.91 1.42 1.26  C5 1.459, H14 1.025, H15 1.015
7 H 2.16 -0.52 -1.18  C1 1.104
8 H 1.13 -1.81 -1.45  C1 1.097
9 H -0.93 -0.19 -1.15  C2 1.085
10 H 0.22 1.11 -1.29  C2 1.086
11 H 1.55 -1.84 0.81  N4 1.009
12 H 0.72 -0.22 2.39  C5 1.087
13 H 2.37 0.04 1.71  C5 1.090
14 H -0.10 1.48 1.10  N6 1.025
15 H 1.12 1.77 0.33  N6 1.015
16 H -1.39 -1.70 0.46  O18 0.974
17 H -2.72 -1.25 0.94  O18 0.977
18 O -2.28 -2.07 0.64  H16 0.974, H17 0.977
19 H -1.91 2.21 -1.07  O21 0.972
20 H -2.60 1.56 0.15  O21 0.954
21 O -1.90 2.16 -0.10  H19 0.972, H20 0.954

The orbital gap (spin up / spin down) is 9.70 / 7.01 eV. The calculation puts the LUMO energy (spin up / spin down) at 0.296 / -2.125 eV. As for the spin multiplicity: 2. For the energy relative to the best compared isomer or geometry (same formula, charge and spin), the calculation gives 0.767 eV. The largest force on an atom is 1.85 eV/Å. The expectation value of S² is 0.7528.



Record 2
# C3H13N2O2S

A 3-piece molecular cluster, C3H13N2O2S overall in a non-equilibrium geometry (the ωB97M-V functional and the def2-TZVPD basis, the OMol25 dataset).

Last columns: bonded neighbours and bond lengths (Å).
Cartesian coordinates (Å):
1 C 0.86 -0.13 -0.81  C2 1.582, N4 1.476, H7 1.081, H8 1.069
2 C -0.29 -0.01 -1.88  C1 1.582, S3 1.821, H9 1.124, H10 1.095
3 S -0.81 1.72 -2.16  C2 1.821
4 N 0.66 -1.34 0.00  C1 1.476, C5 1.422, H11 1.031
5 C 1.79 -1.70 0.79  N4 1.422, N6 1.469, H12 1.199, H13 1.142
6 N 1.60 -1.53 2.24  C5 1.469, H14 0.982, H15 0.961
7 H 1.07 0.75 -0.22  C1 1.081
8 H 1.80 -0.17 -1.33  C1 1.069
9 H 0.09 -0.19 -2.92  C2 1.124
10 H -1.24 -0.55 -1.91  C2 1.095
11 H 0.06 -2.13 -0.30  N4 1.031
12 H 2.12 -2.85 0.67  C5 1.199
13 H 2.73 -1.09 0.59  C5 1.142
14 H 0.85 -2.06 2.58  N6 0.982
15 H 1.53 -0.59 2.43  N6 0.961
16 H -3.88 0.47 0.17  O18 0.995
17 H -4.30 1.75 -0.73  O18 0.911
18 O -4.54 1.18 -0.07  H16 0.995, H17 0.911
19 H 0.00 3.45 0.53  O21 0.999
20 H -0.01 2.05 0.94  O21 1.015
21 O -0.08 2.95 1.40  H19 0.999, H20 1.015

The orbital gap (spin up / spin down) is 9.48 / 6.61 eV. The calculation puts the LUMO energy (spin up / spin down) at 0.500 / -2.363 eV. As for the spin multiplicity: 2. For the energy relative to the best compared isomer or geometry (same formula, charge and spin), the calculation gives 1.699 eV. The largest force on an atom is 4.45 eV/Å. The expectation value of S² is 0.7528.



Record 3
# C3H13N2OSi

A 2-piece molecular cluster, C3H13N2OSi overall in a non-equilibrium geometry (the ωB97M-V functional and the def2-TZVPD basis, the OMol25 dataset).

Last columns: bonded neighbours and bond lengths (Å).
Cartesian coordinates (Å):
1 C 1.02 -2.36 0.87  Si7 1.877, H8 1.078, H9 1.108, H10 1.151
2 C -0.76 -0.07 2.56  Si7 2.007, H11 1.168, H12 1.070, H13 1.052
3 C -0.54 2.30 -2.05  N4 1.320, N5 1.292, H14 1.019
4 N -0.56 2.61 -0.77  C3 1.320, H15 1.102, H16 1.005
5 N 0.01 1.21 -2.47  C3 1.292, H18 1.032, H19 0.995
6 O -0.60 -0.34 -0.33  Si7 1.675, H17 1.032
7 Si 0.39 -0.60 0.99  C1 1.877, C2 2.007, O6 1.675, H20 1.492
8 H 1.99 -2.67 1.22  C1 1.078
9 H 0.52 -3.05 1.59  C1 1.108
10 H 1.00 -2.87 -0.16  C1 1.151
11 H -0.26 -0.23 3.60  C2 1.168
12 H -0.99 0.96 2.39  C2 1.070
13 H -1.60 -0.71 2.53  C2 1.052
14 H -1.04 2.90 -2.70  C3 1.019
15 H -1.21 3.46 -0.49  N4 1.102
16 H -0.51 1.83 -0.14  N4 1.005
17 H -1.53 -0.80 -0.32  O6 1.032
18 H 0.24 0.95 -3.44  N5 1.032
19 H 0.40 0.71 -1.70  N5 0.995
20 H 1.34 0.43 0.47  Si7 1.492

The orbital gap is 10.68 eV. The calculation puts the LUMO energy at -3.326 eV. The charge is +1. For the energy relative to the best compared isomer or geometry (same formula, charge and spin), the calculation gives 0.000 eV. The largest force on an atom is 3.97 eV/Å.



| no. | energy (Eh) |
| --- | --- |
| 1 | -780.19684 |
| 2 | -780.16258 |
| 3 | -596.13547 |